# 1
A gas-phase ion, C4H8NOS (charge +1) at a distorted geometry. Source: OMol25; level of theory: ωB97M-V with the def2-TZVPD basis set.

Results
* ΔE to the lowest compared entry with this formula, charge and spin: 95.0 kcal per mole
* net charge: +1
* Kohn-Sham gap (alpha / beta): 7.259 / 8.462 eV
* HOMO level (alpha / beta): -12.570 / -13.145 eV

The geometry in XYZ format:
```
15
C4H8NOS | OMol25 | ωB97M-V with the def2-TZVPD basis set
C 0.310 1.699 1.286
C 0.130 0.314 1.798
C -0.201 0.115 -0.780
C 0.890 -0.676 -1.535
N -0.599 -0.422 0.634
O 0.644 2.764 1.611
S -1.564 0.732 -1.668
H 1.142 -0.200 1.851
H -0.600 0.177 2.648
H 0.724 -0.428 -2.502
H 1.062 -1.737 -1.274
H 1.944 -0.402 -1.233
H -0.558 -1.468 0.893
H -1.515 -0.136 0.803
H -1.810 -0.332 -2.532
```


# 2
C9H15N3O6 in the gas phase at a distorted geometry. Source: OMol25; level of theory: ωB97M-V with the def2-TZVPD basis set.

Results
* SMILES: NC(=O)CC[C@H](N)C(=O)N[C@@H](CC(=O)O)C(=O)O
* ΔE to the lowest compared entry with this formula, charge and spin: 5.6 kcal per mole
* Kohn-Sham gap: 10.375 eV
* HOMO level: -9.836 eV

The geometry in XYZ format:
```
33
C9H15N3O6 | OMol25 | ωB97M-V with the def2-TZVPD basis set
N 5.070 -1.160 -0.306
C 4.297 -0.114 0.084
O 4.400 0.988 -0.434
C 3.273 -0.407 1.167
C 1.886 -0.724 0.583
C 1.387 0.272 -0.485
N 1.468 1.641 0.000
C -0.068 -0.120 -0.792
O -0.341 -1.074 -1.510
N -1.007 0.619 -0.149
C -2.408 0.358 -0.350
C -2.885 -0.880 0.406
C -4.302 -1.302 0.126
O -5.045 -1.833 0.906
O -4.652 -1.085 -1.164
C -3.247 1.566 0.039
O -4.367 1.498 0.462
O -2.588 2.734 -0.145
H 4.961 -2.088 0.087
H 5.742 -1.050 -1.108
H 3.222 0.481 1.817
H 3.609 -1.220 1.824
H 1.182 -0.754 1.442
H 1.877 -1.727 0.126
H 1.964 0.096 -1.404
H 2.451 1.871 0.152
H 1.161 2.248 -0.749
H -0.672 1.388 0.400
H -2.556 0.200 -1.431
H -2.237 -1.694 0.081
H -2.792 -0.765 1.503
H -5.570 -1.382 -1.279
H -3.214 3.422 0.100
```


# 3
A molecular structure, C3H3NOS at a distorted geometry. Source: OMol25; level of theory: ωB97M-V with the def2-TZVPD basis set.

Results
* 2S+1: 3
* ΔE to the lowest compared entry with this formula, charge and spin: 66.3 kcal per mole
* Kohn-Sham gap (alpha / beta): 7.277 / 6.711 eV
* HOMO level (alpha / beta): -6.979 / -10.150 eV

The geometry in XYZ format:
```
9
C3H3NOS | OMol25 | ωB97M-V with the def2-TZVPD basis set
C 0.932 -1.071 0.046
C 0.167 1.312 -0.047
C -0.068 -0.103 0.390
N 1.701 -1.885 -0.180
O 1.071 1.654 -0.749
S -1.734 -0.617 -0.164
H -0.625 2.006 0.291
H -0.091 -0.300 1.798
H -1.352 -0.995 -1.385
```


# 4
C8H8BrClO in the gas phase at a distorted geometry. Source: OMol25; level of theory: ωB97M-V with the def2-TZVPD basis set.

Results
* ΔE to the lowest compared entry with this formula, charge and spin: 31.3 kcal per mole
* Kohn-Sham gap: 8.698 eV
* HOMO level: -9.007 eV

The geometry in XYZ format:
```
19
C8H8BrClO | OMol25 | ωB97M-V with the def2-TZVPD basis set
C 1.230 0.658 -1.698
C 1.297 -0.491 -0.806
C 0.191 1.538 -1.850
C 0.311 -0.838 0.082
C -0.045 -1.741 1.075
C -1.237 1.286 -1.360
C -1.235 0.700 0.061
C 0.495 -1.322 2.451
O -0.619 -2.782 0.897
Cl -2.495 -0.207 0.620
Br -0.502 2.071 1.242
H 2.174 1.075 -2.112
H 2.142 -1.257 -0.740
H 0.249 2.394 -2.484
H -1.852 2.197 -1.534
H -1.617 0.529 -2.035
H -0.318 -0.739 2.890
H 1.407 -0.864 2.280
H 0.421 -2.207 3.022
```


# 5
2 unconnected molecules or ions with the total composition C5H9N. Source: OMol25; level of theory: ωB97M-V with the def2-TZVPD basis set.

Results
* SMILES: C1=NC1.C=CC
* ΔE to the lowest compared entry with this formula, charge and spin: 78.3 kcal per mole
* Kohn-Sham gap: 10.538 eV
* HOMO level: -9.437 eV

The geometry in XYZ format:
```
15
C5H9N | OMol25 | ωB97M-V with the def2-TZVPD basis set
C -0.628 -1.839 0.276
N -1.604 -2.302 0.899
C -1.155 -0.822 1.132
H 0.154 -2.065 -0.442
H -1.815 -0.045 0.747
H -0.675 -0.594 2.083
C 1.502 -0.205 -0.723
C 0.853 0.716 -0.017
C -0.129 1.686 -0.613
H 2.239 -0.861 -0.268
H 1.287 -0.360 -1.780
H 1.081 0.835 1.042
H -0.714 1.237 -1.424
H 0.435 2.524 -1.033
H -0.830 2.096 0.120
```


# 6
C8H8O in the gas phase at a distorted geometry. Source: OMol25; level of theory: ωB97M-V with the def2-TZVPD basis set.

Results
* SMILES: C#C[C@@H]1C[C@@]12CC=CO2
* ΔE to the lowest compared entry with this formula, charge and spin: 64.4 kcal per mole
* Kohn-Sham gap: 9.385 eV
* HOMO level: -8.359 eV

The geometry in XYZ format:
```
17
C8H8O | OMol25 | ωB97M-V with the def2-TZVPD basis set
C 3.137 -1.175 -0.290
C 2.220 -0.397 -0.285
C 1.149 0.595 -0.325
C 0.741 1.207 0.977
C -0.187 0.287 0.230
C -1.475 0.703 -0.501
C -2.249 -0.574 -0.395
C -1.584 -1.429 0.383
O -0.373 -1.003 0.807
H 4.031 -1.746 -0.344
H 1.025 1.131 -1.216
H 1.245 0.791 1.879
H 0.526 2.269 0.999
H -1.921 1.550 0.020
H -1.275 1.044 -1.564
H -3.138 -0.813 -0.988
H -1.871 -2.439 0.612
```


# 7
C19H19NO6 in the gas phase at a distorted geometry. Source: OMol25; level of theory: ωB97M-V with the def2-TZVPD basis set.

Results
* SMILES: CCCOC(=O)c1ccc(-c2c(C)noc2-c2ccc(OC)cc2O)o1
* ΔE to the lowest compared entry with this formula, charge and spin: 76.4 kcal per mole
* Kohn-Sham gap: 8.114 eV
* HOMO level: -7.967 eV

The geometry in XYZ format:
```
45
C19H19NO6 | OMol25 | ωB97M-V with the def2-TZVPD basis set
C 1.487 -1.827 5.426
C 0.531 -1.380 4.329
C 1.019 -0.093 3.666
O 0.187 0.276 2.571
C -0.899 1.010 2.843
O -1.218 1.393 3.943
C -1.635 1.317 1.616
C -2.724 2.128 1.395
C -2.967 2.092 0.012
C -2.007 1.260 -0.526
C -1.761 0.819 -1.873
C -2.665 0.822 -2.982
C -4.033 1.388 -3.054
N -2.134 0.214 -4.005
O -0.891 -0.203 -3.642
C -0.644 0.160 -2.364
C 0.628 -0.182 -1.758
C 1.240 0.696 -0.856
C 2.394 0.356 -0.200
C 2.983 -0.895 -0.419
O 4.096 -1.161 0.307
C 4.736 -2.404 0.131
C 2.420 -1.757 -1.347
C 1.262 -1.404 -2.033
O 0.789 -2.302 -2.924
O -1.212 0.790 0.449
H 1.566 -1.062 6.196
H 2.478 -2.010 5.019
H 1.128 -2.743 5.888
H -0.461 -1.203 4.748
H 0.445 -2.156 3.565
H 1.035 0.723 4.397
H 2.013 -0.231 3.235
H -3.263 2.676 2.140
H -3.734 2.621 -0.514
H -3.992 2.474 -2.989
H -4.637 1.013 -2.230
H -4.486 1.105 -3.999
H 0.801 1.666 -0.691
H 2.863 1.034 0.493
H 5.100 -2.527 -0.893
H 4.070 -3.236 0.383
H 5.583 -2.399 0.816
H 2.848 -2.719 -1.577
H 0.040 -1.935 -3.416
```


# 8
2 unconnected molecules or ions with the total composition C27H24F2IO2 at a distorted geometry. Source: OMol25; level of theory: ωB97M-V with the def2-TZVPD basis set.

Results
* net charge: +1
* Kohn-Sham gap: 4.688 eV
* HOMO level: -11.655 eV

The geometry in XYZ format:
```
56
C27H24F2IO2 | OMol25 | ωB97M-V with the def2-TZVPD basis set
F -3.490 2.173 2.302
C -3.184 0.830 2.316
C -4.128 -0.090 1.869
C -3.823 -1.458 1.948
C -2.578 -1.862 2.425
C -1.646 -0.915 2.844
C -0.372 -1.430 3.586
C 0.987 -0.915 3.090
C 1.983 -1.874 2.902
C 3.234 -1.554 2.381
C 3.512 -0.236 2.004
C 2.503 0.703 2.201
F 2.728 1.993 1.772
C 1.263 0.408 2.787
C -1.937 0.444 2.825
H -5.087 0.260 1.503
H -4.547 -2.219 1.644
H -2.325 -2.922 2.510
H -0.354 -2.500 3.387
H 1.801 -2.902 3.205
H 3.990 -2.329 2.288
H 4.478 0.060 1.601
H 0.572 1.227 2.958
H -1.249 1.183 3.220
C -4.075 0.285 7.244
C -2.792 -0.531 6.996
C -2.460 -1.432 8.197
C -3.025 -1.447 5.788
C -1.746 -2.208 5.457
O -1.678 -3.434 5.541
C -0.724 -1.290 4.963
I 2.189 -2.637 6.097
C 1.275 -4.483 6.424
C 1.111 -5.364 5.346
C 0.706 -6.677 5.613
C 0.437 -7.066 6.933
C 0.469 -6.134 7.979
C 0.856 -4.814 7.723
C -0.457 -0.125 5.763
O 0.618 0.503 5.706
C -1.604 0.425 6.662
H -4.250 0.968 6.398
H -4.950 -0.379 7.323
H -4.016 0.885 8.165
H -1.557 -2.023 7.992
H -2.308 -0.850 9.115
H -3.291 -2.135 8.370
H -3.861 -2.150 5.950
H -3.246 -0.808 4.916
H 1.289 -5.014 4.333
H 0.594 -7.377 4.783
H 0.168 -8.101 7.140
H 0.177 -6.424 8.990
H 0.835 -4.041 8.487
H -2.032 1.298 6.127
H -1.138 0.789 7.593
```


The records above give, respectively, E_tot values of -18639.129, -26334.135, -17526.416, -93033.938, -6817.601, -10469.332, -33785.073, -46009.550 eV.